# 1
Molecular formula: C20H59N7O11
Method: DFT, ωB97M-V/def2-TZVPD

XYZ file:
```
97
C20H59N7O11 (ωB97M-V/def2-TZVPD)
C -1.5306 1.1090 -5.9208
O -1.8229 1.4979 -4.7963
N -2.3509 1.0103 -6.9028
N -0.3625 0.6145 -6.1947
H -1.9659 0.7778 -7.8071
H -3.3094 1.3101 -6.7958
H 0.4271 0.7921 -5.5904
H -0.2448 0.3601 -7.1650
C 3.9924 -2.1232 3.7309
O 4.2681 -3.1737 4.2047
N 4.7351 -1.0575 3.6586
N 2.8711 -1.8965 3.2560
H 4.4604 -0.1773 3.2465
H 5.5444 -0.9832 4.2583
H 2.7072 -1.0194 2.7827
H 2.2552 -2.6951 3.3109
C -0.8168 -4.7907 5.0587
O 0.0321 -5.0512 4.0127
C 0.5039 -6.3593 3.9692
C 0.9024 -6.6535 2.4580
N -0.1358 -7.3201 1.7311
C 0.3832 -7.4604 0.4092
C 0.3248 -6.2143 -0.5208
O 1.5850 -5.6016 -0.4967
C 1.5551 -4.4373 -1.3337
H -1.2318 -3.7828 5.0544
H -0.2570 -4.9761 5.9754
H -1.6555 -5.4841 4.9971
H -0.2901 -7.0389 4.2790
H 1.2830 -6.4793 4.7220
H 1.9090 -7.0695 2.4995
H 1.1610 -5.7202 1.9578
H -0.9243 -6.6938 1.8095
H -0.2593 -8.2425 0.0048
H 1.3978 -7.8584 0.3942
H -0.4795 -5.5236 -0.2677
H 0.1155 -6.5876 -1.5232
H 0.9138 -3.6742 -0.8927
H 1.2997 -4.6186 -2.3777
H 2.5924 -4.1040 -1.3028
C -4.5247 -7.9169 6.1014
O -4.7226 -7.1967 4.9160
C -4.5913 -8.0127 3.7334
C -5.0530 -7.0762 2.5989
N -4.2303 -5.8253 2.6706
C -4.5951 -4.7906 1.7246
C -3.9024 -3.4282 2.0176
O -4.4904 -2.8135 3.1721
C -3.8719 -1.6254 3.5129
H -4.5191 -7.3494 7.0320
H -3.6521 -8.5689 6.1418
H -5.3756 -8.5826 6.2452
H -5.3318 -8.8107 3.7876
H -3.5945 -8.4363 3.6104
H -6.1315 -6.9281 2.6531
H -5.0227 -7.5791 1.6323
H -4.2172 -5.4238 3.5973
H -5.6690 -4.6380 1.6171
H -4.3153 -5.0704 0.7090
H -3.8716 -2.7779 1.1434
H -2.8728 -3.6255 2.3161
H -4.0997 -1.3143 4.5325
H -4.1021 -0.7594 2.8924
H -2.8002 -1.8081 3.5920
C 0.7295 7.5577 -3.3220
O 1.0267 8.9478 -3.2688
C 0.2435 9.7555 -4.1102
C 0.7835 11.2207 -4.0702
N 2.0694 11.3887 -4.7076
C 2.7347 12.6480 -4.1614
C 4.2779 12.6000 -4.3304
O 4.8383 11.4830 -3.5436
C 6.1807 11.6657 -3.2315
H 0.9525 7.1873 -4.3226
H -0.2634 7.2360 -3.0078
H 1.4299 6.9543 -2.7447
H -0.7323 9.7464 -3.6244
H -0.0045 9.4173 -5.1163
H 0.8883 11.4346 -3.0066
H 0.0865 11.9586 -4.4676
H 2.7103 10.6286 -4.5299
H 2.4453 12.8993 -3.1410
H 2.3508 13.3982 -4.8527
H 4.6331 13.5734 -3.9923
H 4.5174 12.5339 -5.3917
H 6.5639 12.6479 -2.9549
H 6.8224 11.2598 -4.0135
H 6.4686 11.0175 -2.4037
O -0.0697 1.1073 -0.8836
H -0.8706 1.1737 -1.4035
H 0.6302 1.3534 -1.4885
O 3.3680 2.0707 -3.7014
H 3.5801 2.3717 -4.5849
H 3.9336 2.5892 -3.1290
O 0.9899 2.6622 2.8722
H 0.7407 2.3838 1.9909
H 1.9189 2.8815 2.8009
```

Values from the calculation:
HOMO-LUMO gap = 8.4 eV
SMILES = COCCNCCOC.COCCNCCOC.COCCNCCOC.NC(N)=O.NC(N)=O.O.O.O
2S+1 = 1
HOMO = -8.378 eV

Atomic partial charges in e from the Mulliken method, atoms 1 to 5: C 0.65; O -0.67; N -0.37; N -0.36; H 0.15

# 2
Molecular formula: C20H60BF4N5O5
Method: DFT, ωB97M-V/def2-TZVPD

XYZ file:
```
95
C20H60BF4N5O5 (ωB97M-V/def2-TZVPD)
B -15.7270 -3.8423 -2.5160
F -16.4435 -2.6268 -2.7341
F -16.7065 -4.8597 -2.4908
F -14.6942 -4.0545 -3.4168
F -15.1203 -3.7500 -1.2301
C -15.4887 -7.6137 -0.9409
C -15.4132 -7.2501 0.5364
C -14.0217 -7.4126 1.1194
O -13.1481 -6.5594 0.4261
C -11.8134 -6.5666 0.9670
N -15.8665 -5.8101 0.6753
H -16.7327 -5.6767 0.1527
H -16.0456 -5.5418 1.6453
H -15.1749 -5.1576 0.2836
H -15.2055 -8.6569 -1.0699
H -14.8255 -6.9625 -1.5092
H -16.4914 -7.5213 -1.3609
H -16.0938 -7.8581 1.1314
H -13.7372 -8.4629 0.9966
H -14.0519 -7.1719 2.1899
H -11.3413 -5.6452 0.6351
H -11.2501 -7.4129 0.5725
H -11.8594 -6.5937 2.0548
C -19.4705 -0.8234 -4.2258
C -19.9642 -1.6736 -3.0526
C -21.4732 -1.8790 -3.0505
O -21.8379 -2.8651 -2.1097
C -22.0852 -2.3495 -0.7837
N -19.2916 -3.0151 -2.9969
H -19.4906 -3.5924 -3.8182
H -18.2789 -3.0892 -2.7921
H -19.7143 -3.5597 -2.2314
H -19.7301 -1.2307 -5.1997
H -18.3871 -0.7442 -4.1131
H -19.9105 0.1659 -4.1120
H -19.6074 -1.2393 -2.1142
H -21.7662 -2.2873 -4.0215
H -21.9845 -0.9324 -2.8669
H -21.2364 -1.7339 -0.4751
H -22.1919 -3.2305 -0.1586
H -23.0089 -1.7727 -0.7756
C -11.1250 -3.7004 -3.4989
C -11.9564 -4.6413 -4.3339
C -11.1979 -5.1956 -5.5276
O -11.9576 -6.1447 -6.2374
C -12.7349 -5.5998 -7.2931
N -12.4188 -5.8380 -3.5323
H -12.6357 -6.6325 -4.1422
H -11.6490 -6.0914 -2.9073
H -13.2078 -5.5586 -2.9449
H -10.1655 -4.1335 -3.2019
H -11.6068 -3.4334 -2.5513
H -10.9501 -2.7415 -3.9816
H -12.8122 -4.0806 -4.6976
H -10.2332 -5.6477 -5.2866
H -10.9500 -4.3421 -6.1717
H -13.5204 -6.2658 -7.6390
H -12.0584 -5.3781 -8.1242
H -13.1832 -4.6368 -7.0119
C -17.0032 -3.7006 -10.2136
C -16.8916 -5.0260 -9.4785
C -16.3784 -4.9153 -8.0439
O -16.5330 -6.1045 -7.3469
C -16.5026 -6.0150 -5.9322
N -18.2493 -5.7004 -9.4945
H -18.2592 -6.6393 -9.0834
H -18.9305 -5.1691 -8.9476
H -18.5753 -5.7472 -10.4631
H -16.9436 -3.8524 -11.2925
H -16.1771 -3.0554 -9.9204
H -17.9464 -3.1710 -10.0645
H -16.2134 -5.7266 -9.9680
H -16.9238 -4.0718 -7.5730
H -15.3489 -4.5405 -8.0567
H -15.5397 -5.7659 -5.4790
H -16.7255 -6.9981 -5.5176
H -17.3090 -5.3458 -5.6155
C -14.7632 0.7889 -1.9742
C -16.2273 0.4889 -1.6944
C -16.4411 -0.2067 -0.3737
O -17.8384 -0.4634 -0.2756
C -18.1845 -1.2410 0.8573
N -17.0427 1.7841 -1.7156
H -16.6530 2.4326 -1.0236
H -16.9995 2.1626 -2.6595
H -17.9901 1.5981 -1.3730
H -14.3557 1.5203 -1.2768
H -14.5969 1.0995 -3.0046
H -14.2192 -0.1453 -1.8347
H -16.7042 -0.1214 -2.4604
H -16.1952 0.4610 0.4652
H -15.8510 -1.1207 -0.2885
H -19.2147 -1.5627 0.7224
H -18.0075 -0.7177 1.7977
H -17.5986 -2.1729 0.8873
```

Values from the calculation:
HOMO-LUMO gap = 10.0 eV
Charge = +4
2S+1 = 1
HOMO = -18.804 eV

Atomic partial charges in e from the Mulliken method, atoms 1 to 5: B 0.28; F -0.28; F -0.50; F 0.08; F -0.59

# 3
Molecular formula: C20H60N4O8
Method: DFT, ωB97M-V/def2-TZVPD

XYZ file:
```
92
C20H60N4O8 (ωB97M-V/def2-TZVPD)
O -0.2281 0.9654 2.9004
H -1.0693 0.5521 2.7062
H 0.2973 0.8216 2.1132
O 2.4581 0.8925 3.2727
H 3.1628 1.0131 2.6362
H 2.1668 -0.0096 3.1401
C -1.9919 -2.7037 0.6254
C -1.6206 -4.1707 1.0388
C -0.0872 -4.3365 1.3019
O 0.6465 -3.8977 0.1219
C 2.0878 -3.9715 0.2547
N -2.4215 -4.8422 2.0475
H -3.0258 -2.5022 0.3450
H -1.3816 -2.2543 -0.1580
H -1.7911 -2.0230 1.4527
H -1.7433 -4.7566 0.1279
H 0.1103 -5.3845 1.5275
H 0.1835 -3.7567 2.1842
H 2.4928 -3.3474 -0.5419
H 2.5021 -4.9398 -0.0262
H 2.4978 -3.6073 1.1966
H -2.5586 -4.0507 2.6598
H -3.3359 -4.8787 1.6201
C 1.5102 1.3015 -0.9456
C 0.6188 0.7481 0.1951
C 0.1472 -0.6682 -0.1463
O -0.7486 -0.5719 -1.2752
C -2.1081 -0.3590 -0.8521
N 1.3477 0.5971 1.4152
H 1.6216 2.3772 -0.8091
H 0.8541 1.2434 -1.8141
H 2.4139 0.7285 -1.1529
H -0.2503 1.3700 0.4097
H -0.2849 -1.2739 0.6503
H 0.9816 -1.3199 -0.4058
H -2.7711 -0.7714 -1.6127
H -2.2042 0.7253 -0.7961
H -2.3964 -0.7409 0.1272
H 2.0413 1.3299 1.4608
H 1.9382 -0.2091 1.2687
C 0.6895 -0.8509 6.4672
C 1.2270 -0.2494 5.1172
C 0.8661 -1.3029 3.9670
O 1.9977 -1.2419 3.0135
C 1.8738 -1.9758 1.7589
N 0.8032 1.1591 5.0515
H 0.9095 -1.9141 6.5633
H -0.3956 -0.7520 6.4371
H 1.1425 -0.4228 7.3614
H 2.3088 -0.3080 5.2371
H -0.1320 -1.0374 3.6186
H 0.9152 -2.3226 4.3488
H 1.8456 -3.0502 1.9407
H 2.7925 -1.7838 1.2046
H 1.0224 -1.6062 1.1874
H 0.2048 1.2257 4.2407
H 0.0747 1.2097 5.7493
C 0.9477 2.2275 -3.6978
C -0.0334 3.2182 -4.3086
C 0.5714 4.7047 -4.1960
O 0.1189 5.3728 -3.0828
C -1.2572 5.7256 -3.1116
N -0.2930 2.8563 -5.7176
H 1.8000 2.0379 -4.3502
H 0.4982 1.2709 -3.4314
H 1.4180 2.7113 -2.8417
H -0.9972 3.2146 -3.7994
H 0.3503 5.2847 -5.0919
H 1.6315 4.5407 -4.0027
H -1.4507 6.4488 -2.3193
H -1.8682 4.8239 -3.1536
H -1.5059 6.2144 -4.0536
H -0.7603 3.6580 -6.1162
H 0.5361 2.6736 -6.2647
C -1.5684 -2.5751 -2.3656
C -1.2982 -3.9971 -2.7831
O -1.6529 -4.2500 -4.1364
H -2.3382 -2.4914 -1.5984
H -1.8792 -1.9118 -3.1728
H -0.6319 -2.2380 -1.9214
H -1.7788 -4.7186 -2.1223
H -0.2308 -4.1265 -2.6040
H -0.8145 -4.2861 -4.6027
C -0.3111 3.2172 -1.3412
C -0.7432 4.1488 -0.1662
O -1.5031 5.1522 -0.7763
H 0.7734 3.3197 -1.3798
H -0.9024 3.4114 -2.2360
H -0.5509 2.1818 -1.0990
H 0.0632 4.4196 0.5154
H -1.4394 3.6419 0.5019
H -1.1071 6.0234 -0.7006
```

Values from the calculation:
HOMO-LUMO gap = 8.3 eV
2S+1 = 1
HOMO = -7.989 eV

Atomic partial charges in e from the Mulliken method, atoms 1 to 5: O -0.82; H 0.21; H 0.41; O -0.75; H 0.35

Q: 2S+1 of number 2 (C20H60BF4N5O5)?
A: 1

Q: Which value of 2S+1 does entry 3 give?
A: 1